[1]
Entry from the OMol25 dataset: 4 unconnected molecules or ions with the total composition C21H36ClNO13S4 (the ωB97M-V functional and the def2-TZVPD basis).

Geometry as XYZ:
```
76
Properties=species:S:1:pos:R:3:forces:R:3
C -1.9046 0.8690 -1.1998 -0.144 0.216 -0.176
C -2.5541 1.8374 -0.2196 0.229 -0.830 0.058
Cl -4.2880 1.3595 -0.0832 0.042 0.342 -0.005
C -1.9386 1.8375 1.1834 0.184 0.766 -0.141
C -0.4335 1.9873 1.0948 -2.312 -0.595 0.488
C 0.0839 3.1326 0.5606 -0.736 0.598 -0.329
C 1.4286 3.2832 0.4359 0.429 1.174 -0.872
S 1.9895 4.8021 -0.3169 0.149 1.204 0.823
C 1.8173 4.5353 -2.0723 -0.257 -0.151 -0.233
O 3.3451 5.0982 0.0398 0.745 -1.022 -0.434
O 1.0755 5.8243 0.1180 -0.948 -0.085 -0.518
C 2.2911 2.3116 0.8436 1.992 0.631 -0.347
C 1.7614 1.1945 1.3642 0.248 -2.417 1.374
C 0.4094 0.9991 1.5029 -0.275 -0.277 0.362
C 0.1255 -0.3675 2.0889 0.045 0.458 -0.079
O -0.9098 -0.8475 2.4715 0.932 0.338 -0.468
N 1.4096 -1.0394 2.0908 -0.122 -0.226 -0.404
C 2.4408 -0.0545 1.9085 0.864 1.076 0.000
O 3.6120 -0.1950 2.1624 -1.227 -0.145 -0.392
H -0.8258 0.9980 -1.2781 0.072 0.100 0.170
H -2.1221 -0.1603 -0.9303 0.011 -0.113 0.034
H -2.3114 1.0793 -2.1855 -0.090 -0.235 -0.129
H -2.5178 2.8344 -0.6440 -0.205 0.180 0.037
H -2.2334 0.9791 1.7738 0.022 -0.214 -0.146
H -2.3042 2.7325 1.6881 -0.203 -0.061 0.178
H -0.5972 3.9006 0.2275 0.053 0.252 0.010
H 0.8661 4.9397 -2.4069 -0.122 0.102 0.181
H 1.8269 3.4753 -2.3067 0.202 -0.138 0.116
H 2.6064 5.0388 -2.6226 0.215 0.065 0.209
H 3.3611 2.4269 0.7456 0.112 0.087 0.023
H 1.4115 -1.4901 1.1673 0.134 -1.176 0.596
C 0.4270 -7.5549 2.4784 0.241 -0.047 -0.181
C 0.3930 -6.1527 3.0493 -0.572 -0.366 -0.219
O 1.6924 -5.7023 3.4857 0.119 0.144 0.019
S 2.7178 -5.1980 2.3807 0.100 0.020 0.703
C 3.8515 -4.4129 3.4739 0.001 0.048 0.096
O 2.0755 -4.2046 1.5758 -0.104 -0.030 -0.389
O 3.3539 -6.3268 1.7788 -0.019 0.034 -0.275
H 0.9770 -7.5841 1.5378 0.002 0.023 0.007
H -0.5858 -7.9097 2.2913 -0.011 0.064 0.073
H 0.9239 -8.2400 3.1657 -0.055 0.020 0.057
H -0.0273 -5.4433 2.3345 0.165 0.088 0.007
H -0.2397 -6.1310 3.9350 0.204 0.126 0.131
H 3.3459 -3.5881 3.9690 -0.018 0.006 -0.036
H 4.6799 -4.0431 2.8740 -0.038 -0.019 -0.066
H 4.2060 -5.1450 4.1946 -0.013 -0.030 -0.027
C 1.8128 9.2157 -6.8975 -0.051 -0.254 0.104
C 2.6422 9.8683 -5.8089 0.096 0.110 -0.664
O 2.1831 9.5147 -4.4896 0.000 -0.050 0.165
S 2.5914 8.0883 -3.9153 -0.260 0.550 0.287
C 2.1573 8.3799 -2.2379 -0.036 0.111 -0.015
O 4.0087 7.9344 -4.0275 0.054 -0.234 -0.190
O 1.7073 7.0978 -4.4550 0.162 -0.227 -0.043
H 1.9610 8.1364 -6.9125 0.022 0.013 -0.009
H 2.0936 9.6116 -7.8736 0.024 0.067 0.036
H 0.7508 9.3968 -6.7319 0.012 0.083 -0.026
H 3.7004 9.6248 -5.9154 -0.017 -0.091 0.162
H 2.5508 10.9509 -5.8738 -0.062 0.001 0.261
H 2.7893 9.1674 -1.8377 0.036 -0.022 -0.021
H 2.3232 7.4497 -1.7029 0.021 -0.015 0.078
H 1.1084 8.6593 -2.1881 -0.009 -0.041 -0.020
C -5.0505 -6.8579 -0.7624 -0.053 -0.261 0.098
C -4.2277 -6.2423 0.3521 0.100 0.133 -0.664
O -4.7105 -6.6203 1.6568 0.045 -0.031 0.172
S -4.3302 -8.0654 2.2025 -0.297 0.437 0.326
C -4.7830 -7.7906 3.8814 0.003 0.073 0.068
O -2.9109 -8.2321 2.1140 0.032 -0.157 -0.174
O -5.2159 -9.0310 1.6356 0.141 -0.195 -0.117
H -4.9169 -7.9386 -0.8006 0.020 0.012 -0.009
H -4.7506 -6.4435 -1.7251 0.025 0.067 0.038
H -6.1120 -6.6659 -0.6071 0.014 0.084 -0.023
H -3.1713 -6.4983 0.2542 -0.020 -0.095 0.158
H -4.3032 -5.1572 0.3116 -0.065 -0.005 0.263
H -4.1441 -7.0154 4.2953 0.003 0.004 -0.022
H -4.6372 -8.7270 4.4150 0.020 -0.039 -0.072
H -5.8283 -7.4959 3.9181 -0.002 -0.013 -0.033
```
Positions in Å, forces in eV/Å.

Lowest unoccupied orbital energy = -1.0 eV
Highest occupied orbital energy = -10.646 eV
Kohn-Sham gap = 0.353 hartree
Calculated total energy = -3907.56687 Eh

These are the Löwdin partial charges, in e, on atoms 1 to 8: number 1, C, carries -0.124; number 2, C, carries -0.713; number 3, Cl, carries 0.609; number 4, C, carries -0.158; number 5, C, carries -0.158; number 6, C, carries -0.004; number 7, C, carries -0.252; number 8, S, carries 0.640

***

[2]
Entry from the OMol25 dataset: 3 unconnected molecules or ions with the total composition C8H10INO2 (the ωB97M-V functional and the def2-TZVPD basis).

Geometry as XYZ:
```
22
Properties=species:S:1:pos:R:3:forces:R:3
C -0.6300 0.8148 -1.9161 -2.034 -0.386 0.727
C -1.7343 0.8459 -1.1211 0.742 0.308 -0.001
C -1.8402 1.2569 0.2765 0.081 1.568 2.676
C -1.1629 0.7849 1.3466 -0.087 0.329 -1.023
C -0.2364 -0.3088 1.3953 -0.627 0.739 1.329
C 0.0433 -1.1267 0.4494 1.286 -1.921 -1.684
N 0.6085 -1.8595 -0.3300 0.369 1.146 0.337
C 0.2316 -3.1082 -0.8372 -1.963 -2.311 -1.059
H -0.7830 0.3302 -2.8899 0.493 0.556 0.270
H 0.3247 1.2273 -1.6012 -0.099 -0.333 -0.069
H -2.7217 0.5739 -1.4504 -0.101 -0.440 -0.922
H -2.5318 2.0661 0.6984 0.582 -0.946 -1.681
H -1.2330 1.2937 2.2906 -0.551 0.144 0.247
H 0.1431 -0.6394 2.3445 0.172 0.080 0.455
H -0.0684 -3.8531 -0.0522 0.840 0.564 -0.331
H -0.7549 -3.0576 -1.3941 1.142 0.303 0.144
H 1.0013 -3.5317 -1.5253 -0.609 0.340 0.708
O 1.0295 2.4309 0.6975 -1.252 -0.298 -0.805
C 1.7009 2.8376 1.5315 0.392 -0.282 -1.172
O 2.4827 3.2323 2.2616 1.102 0.830 1.929
I 3.6547 0.3496 -0.4641 -0.655 -0.583 0.505
H 2.4764 -0.5594 0.2896 0.776 0.594 -0.583
```
Positions in Å, forces in eV/Å.

Lowest unoccupied orbital energy = 0.4 eV
Highest occupied orbital energy = -7.920 eV
Kohn-Sham gap = 0.306 hartree
Energy above the lowest of the compared OMol25 structures with the same formula, charge and spin = 223.8 kJ/mol
Calculated total energy = -813.66785 Eh

These are the Löwdin partial charges, in e, on atoms 1 to 8: number 1, C, carries 0.030; number 2, C, carries -0.179; number 3, C, carries -0.138; number 4, C, carries -0.158; number 5, C, carries -0.116; number 6, C, carries -0.160; number 7, N, carries 0.011; number 8, C, carries -0.130